[1]
{"formula": "C21H40Cl3N4O3PmSSi", "method": "ωB97M-V/def2-TZVPD", "e_lumo_ev": [0.12, 0.12], "mol_weight_g_mol": 708.09, "gap_ha": [0.28254, 0.28262], "largest_force_ev_per_a": 2.06, "homo_energy_ev": [-7.57, -7.57], "e_tot_ha": -3945.806606, "spin_multiplicity": 5, "s_squared": 6.0042, "e_above_lowest_ev": 1.762, "elements": ["C", "C", "H", "H", "H", "C", "C", "H", "H", "H", "H", "Pm", "Cl", "Cl", "C", "O", "N", "C", "C", "H", "H", "H", "H", "H", "H", "H", "H", "H", "C", "C", "N", "H", "C", "O", "H", "H", "H", "H", "O", "C", "C", "C", "H", "C", "H", "C", "H", "C", "C", "H", "H", "H", "Si", "Cl", "C", "C", "C", "H", "H", "H", "H", "H", "H", "H", "H", "H", "N", "C", "N", "S", "H", "H", "H", "H"], "xyz": [[-0.363, 4.262, 0.597], [-0.108, 4.183, -0.862], [0.427, 4.815, 1.119], [-0.394, 3.232, 1.023], [-1.329, 4.745, 0.807], [0.511, 5.161, -1.554], [1.020, 6.411, -0.930], [0.573, 5.131, -2.643], [1.598, 6.240, -0.009], [0.179, 7.081, -0.696], [1.661, 6.940, -1.644], [-1.258, -1.627, 2.080], [-3.186, -2.032, 3.718], [-2.861, -0.462, 0.262], [-2.114, -3.570, -0.242], [-1.190, -3.401, 0.617], [-1.891, -3.943, -1.493], [-0.558, -4.322, -1.969], [-2.900, -3.639, -2.501], [-3.165, -3.353, 0.006], [-0.034, -4.922, -1.217], [0.059, -3.449, -2.250], [-0.711, -4.920, -2.874], [-3.879, -3.630, -2.005], [-2.862, -4.416, -3.273], [-2.722, -2.653, -2.970], [2.530, 0.091, 6.026], [2.051, 0.885, 2.815], [3.195, -0.518, 5.396], [2.937, 0.243, 3.009], [2.620, -0.709, 4.068], [3.340, -1.501, 5.857], [1.638, -1.593, 3.900], [0.867, -1.598, 2.906], [3.177, -0.286, 2.078], [1.517, -2.336, 4.704], [4.144, 0.007, 5.301], [3.785, 0.842, 3.353], [0.070, 1.803, -0.950], [-0.585, 2.911, -1.559], [0.832, 2.954, -3.676], [-0.433, 2.929, -3.077], [1.721, 2.982, -3.032], [0.935, 2.979, -5.073], [-1.648, 2.797, -1.287], [-1.590, 2.978, -3.858], [1.925, 2.950, -5.520], [-0.219, 3.029, -5.859], [-1.477, 3.055, -5.250], [-2.551, 2.976, -3.362], [-0.124, 3.039, -6.947], [-2.372, 3.113, -5.863], [0.633, 0.305, -1.451], [0.133, 1.278, 1.735], [2.333, 0.468, -2.181], [-0.578, -0.418, -2.702], [0.708, -0.959, -0.099], [2.317, 0.875, -3.201], [2.789, -0.534, -2.219], [2.951, 1.110, -1.538], [1.390, -0.664, 0.702], [0.890, -1.985, -0.433], [-0.359, -0.795, 0.175], [-0.705, 0.218, -3.589], [-1.565, -0.578, -2.239], [-0.200, -1.392, -3.047], [-2.503, -4.824, 5.147], [-1.163, -4.777, 5.237], [-0.669, -5.207, 6.442], [-0.170, -4.303, 3.952], [-3.079, -5.184, 5.893], [-2.954, -4.367, 4.352], [0.302, -4.993, 6.615], [-1.286, -5.153, 7.254]], "atomic_forces_ev_per_a": [[-0.05, -0.76, 0.68], [0.74, 0.47, -1.41], [-0.23, -0.03, -0.07], [-0.06, 1.04, -0.28], [0.18, 0.00, -0.07], [-0.68, -0.65, 0.27], [0.15, 0.59, 0.03], [0.07, -0.21, 0.35], [-0.24, 0.05, -0.26], [0.25, -0.03, 0.11], [-0.04, 0.01, 0.22], [0.16, 1.42, 0.05], [-0.37, -0.07, 0.28], [0.09, -0.43, 0.18], [1.00, 0.56, 0.40], [-1.27, -0.92, -1.06], [0.29, 0.28, 0.31], [0.13, 0.13, -0.19], [-0.26, -0.08, -0.16], [0.32, -0.06, -0.07], [-0.20, 0.26, -0.12], [-0.36, -0.29, 0.28], [0.12, 0.03, 0.23], [0.19, 0.02, -0.33], [-0.19, 0.19, 0.20], [0.02, -0.43, 0.29], [0.17, -0.15, -0.16], [0.59, -0.27, 0.00], [-0.17, -0.23, 0.08], [-0.39, 0.63, -0.07], [-0.61, -0.72, -0.14], [0.08, 0.28, 0.07], [0.00, 0.71, -0.17], [1.42, -0.39, 0.98], [0.03, 0.09, 0.30], [-0.06, 0.21, -0.17], [-0.01, -0.23, 0.03], [-0.11, -0.14, -0.25], [0.75, -0.73, -0.74], [-0.13, -0.24, 0.10], [-0.22, 0.01, -0.20], [-0.32, 0.23, 0.47], [-0.45, -0.07, -0.42], [-0.15, -0.08, 0.54], [0.06, 0.02, -0.35], [0.84, 0.12, -0.48], [-0.17, 0.08, -0.09], [0.05, -0.05, 0.16], [0.11, -0.16, 0.11], [-0.10, -0.01, -0.08], [-0.11, 0.05, 0.31], [0.11, -0.03, 0.06], [-0.67, 1.23, -0.82], [-0.82, -0.94, 1.65], [0.33, -0.16, -0.21], [0.01, -0.14, -0.19], [-0.31, 0.14, 0.21], [0.09, -0.12, 0.31], [0.02, 0.24, 0.00], [-0.06, -0.14, -0.20], [-0.39, -0.21, -0.20], [-0.08, 0.19, -0.16], [0.77, -0.26, -0.25], [0.03, -0.13, 0.20], [0.28, 0.12, -0.06], [-0.06, 0.14, -0.01], [0.27, 0.14, -0.59], [-0.56, -0.21, 0.30], [-0.13, 0.36, -0.08], [-0.30, -0.16, 0.48], [0.11, 0.15, -0.06], [0.25, -0.15, 0.45], [-0.12, -0.13, -0.06], [0.39, -0.05, -0.46]], "lowdin_charge": [-0.0800, -0.2270, 0.0744, -0.0570, 0.0943, -0.1149, -0.1104, 0.0976, 0.0712, 0.0828, 0.0661, 1.1182, -0.1795, -0.1330, -0.3065, -0.2405, -0.1554, -0.0123, -0.0260, 0.1240, 0.1028, 0.0824, 0.0920, 0.0997, 0.0927, 0.0964, 0.1019, -0.0250, -0.0304, -0.0566, -0.1573, 0.0927, -0.2862, -0.2996, 0.0962, 0.0959, 0.0865, 0.0879, -0.2584, -0.2699, -0.0760, -0.2033, 0.1201, -0.0764, 0.1538, -0.0294, 0.1012, -0.0964, -0.0829, 0.1145, 0.0981, 0.0974, 0.3702, 0.0855, -0.1582, -0.1423, -0.2864, 0.0173, 0.0334, 0.0445, -0.0215, 0.0458, -0.1265, 0.0297, -0.0067, 0.0178, 0.0698, -0.9218, 0.0706, 0.6199, 0.1096, 0.0068, 0.0850, 0.1072]}

***

[2]
{"formula": "C21H40F3NO11S4", "method": "ωB97M-V/def2-TZVPD", "e_lumo_ev": 0.28, "smiles": "NC(=O)OCCOCC(F)(F)F.O=S1(=O)CCCC1.O=S1(=O)CCCC1.O=S1(=O)CCCC1.O=S1(=O)CCCC1", "mol_weight_g_mol": 667.81, "gap_ha": 0.37202, "largest_force_ev_per_a": 8.11, "homo_energy_ev": -9.84, "e_tot_ha": -3598.722659, "e_above_lowest_ev": 4.487, "elements": ["N", "C", "O", "O", "C", "C", "O", "C", "C", "F", "F", "F", "H", "H", "H", "H", "H", "H", "H", "H", "O", "S", "O", "C", "C", "C", "C", "H", "H", "H", "H", "H", "H", "H", "H", "O", "S", "O", "C", "C", "C", "C", "H", "H", "H", "H", "H", "H", "H", "H", "O", "S", "O", "C", "C", "C", "C", "H", "H", "H", "H", "H", "H", "H", "H", "O", "S", "O", "C", "C", "C", "C", "H", "H", "H", "H", "H", "H", "H", "H"], "xyz": [[2.753, 0.738, 3.552], [1.494, 1.239, 2.855], [0.936, 0.406, 1.962], [1.030, 2.596, 3.184], [-0.440, 2.705, 3.161], [-1.074, 1.913, 4.449], [-1.800, 0.675, 4.126], [-3.028, 0.930, 3.354], [-3.835, -0.481, 2.958], [-4.550, -1.084, 4.108], [-2.866, -1.438, 2.319], [-4.829, -0.083, 1.909], [2.483, 0.051, 4.292], [3.360, 0.277, 2.831], [-0.749, 3.845, 3.284], [-0.812, 2.338, 2.115], [-0.151, 1.617, 5.144], [-1.711, 2.675, 5.109], [-3.758, 1.704, 3.893], [-2.789, 1.435, 2.299], [2.400, -3.912, -0.849], [1.020, -4.272, -1.100], [0.617, -5.033, -2.265], [0.371, -5.066, 0.358], [-0.169, -3.920, 1.201], [-0.894, -2.994, 0.225], [0.018, -2.797, -0.984], [1.158, -5.633, 0.857], [-0.435, -5.736, 0.043], [-0.835, -4.281, 1.990], [0.659, -3.381, 1.676], [-1.833, -3.462, -0.093], [-1.146, -2.035, 0.689], [-0.556, -2.676, -1.906], [0.687, -1.943, -0.847], [4.804, -4.721, 3.302], [4.687, -5.766, 2.307], [3.586, -6.709, 2.299], [4.820, -5.027, 0.692], [6.313, -5.031, 0.398], [6.821, -6.396, 0.858], [6.230, -6.664, 2.241], [4.387, -4.025, 0.702], [4.278, -5.664, -0.014], [6.514, -4.859, -0.663], [6.810, -4.239, 0.971], [6.481, -7.167, 0.156], [7.915, -6.434, 0.882], [6.038, -7.728, 2.398], [6.879, -6.282, 3.035], [-2.283, 3.962, 1.698], [-3.634, 3.843, 1.193], [-4.702, 3.245, 1.969], [-4.166, 5.445, 0.622], [-3.717, 5.495, -0.831], [-4.052, 4.123, -1.415], [-3.573, 3.070, -0.417], [-3.720, 6.228, 1.237], [-5.257, 5.482, 0.698], [-4.214, 6.301, -1.378], [-2.635, 5.665, -0.884], [-5.137, 4.038, -1.548], [-3.589, 3.977, -2.396], [-4.219, 2.189, -0.421], [-2.538, 2.775, -0.612], [-1.624, 4.790, -3.535], [-1.741, 3.745, -4.529], [-2.842, 2.802, -4.537], [-1.608, 4.485, -6.145], [-0.115, 4.480, -6.438], [0.393, 3.115, -5.978], [-0.198, 2.847, -4.595], [-2.041, 5.486, -6.134], [-2.150, 3.847, -6.850], [0.086, 4.652, -7.499], [0.382, 5.272, -5.865], [0.053, 2.344, -6.680], [1.487, 3.077, -5.954], [-0.390, 1.783, -4.439], [0.450, 3.230, -3.802]], "atomic_forces_ev_per_a": [[-1.64, 1.10, -0.98], [-1.75, -3.62, -3.38], [2.64, 5.73, 5.09], [0.62, -4.10, -0.32], [-1.17, 0.30, -0.09], [0.81, 0.68, 0.54], [-1.20, 1.47, -0.70], [-0.31, 0.52, -0.84], [0.15, 0.60, -0.43], [2.36, 1.52, -4.17], [-3.61, 2.66, 2.24], [2.93, -1.79, 3.38], [0.22, 0.85, -1.02], [-1.23, 0.36, 0.95], [1.29, -2.56, -0.40], [0.68, 0.56, 2.36], [-2.11, 0.35, -1.59], [0.95, -1.74, -1.57], [1.38, -2.01, -1.00], [-0.41, -1.39, 2.27], [-0.10, -0.15, -0.35], [-0.42, -0.34, -0.14], [0.56, 0.27, 0.20], [-0.09, -0.27, 0.47], [0.05, 0.15, 0.23], [-0.35, 0.15, 0.16], [-0.29, 0.62, -0.10], [0.03, 0.00, -0.19], [0.16, 0.08, -0.06], [0.13, 0.06, -0.11], [-0.10, -0.10, -0.03], [0.13, 0.05, 0.04], [0.07, -0.18, -0.12], [0.28, -0.09, 0.05], [0.00, -0.19, -0.03], [-0.24, -0.38, -0.07], [-0.31, 0.06, -0.24], [0.15, 0.41, 0.34], [0.10, 0.26, -0.39], [0.19, 0.15, -0.02], [0.22, -0.16, -0.27], [0.58, -0.46, 0.13], [-0.11, -0.26, 0.08], [0.00, 0.15, 0.17], [-0.06, 0.00, 0.16], [-0.08, -0.06, -0.09], [0.04, 0.12, 0.10], [-0.17, -0.04, 0.01], [-0.09, 0.24, 0.14], [-0.22, 0.00, -0.06], [-0.63, 0.05, 0.03], [-0.80, 0.23, -0.33], [0.64, 0.11, 0.18], [-0.13, 0.56, -0.10], [0.22, 0.08, -0.17], [-0.20, 0.07, -0.41], [0.05, -0.43, -0.51], [-0.05, -0.21, 0.09], [0.15, -0.09, 0.08], [0.10, -0.11, 0.10], [-0.15, 0.01, -0.03], [0.13, 0.00, 0.06], [-0.17, 0.00, 0.33], [0.19, 0.09, 0.21], [-0.10, 0.07, 0.14], [-0.26, -0.30, -0.04], [-0.17, -0.24, -0.31], [0.20, 0.49, 0.41], [0.01, 0.30, -0.48], [0.23, 0.18, -0.05], [0.21, -0.17, -0.29], [0.56, -0.41, 0.12], [-0.07, -0.17, 0.14], [0.01, 0.06, 0.18], [-0.04, 0.00, 0.17], [-0.10, -0.06, -0.10], [0.05, 0.12, 0.11], [-0.19, -0.03, 0.01], [-0.10, 0.24, 0.13], [-0.22, 0.00, -0.05]], "lowdin_charge": [0.0716, -0.3155, -0.0331, -0.0811, -0.1549, -0.1390, -0.1775, -0.0779, -0.1728, 0.0199, -0.0001, -0.0074, 0.0938, 0.0911, 0.1398, 0.1194, 0.1531, 0.1455, 0.1607, 0.1221, -0.3329, 0.6776, -0.3318, -0.2264, -0.2158, -0.2219, -0.2232, 0.1006, 0.1119, 0.1213, 0.1236, 0.1220, 0.1002, 0.1043, 0.1053, -0.3267, 0.6678, -0.3358, -0.2500, -0.2225, -0.2235, -0.2306, 0.0986, 0.1059, 0.1194, 0.1209, 0.1194, 0.1149, 0.1048, 0.1063, -0.3496, 0.6822, -0.3267, -0.2307, -0.2204, -0.2142, -0.2083, 0.1104, 0.1113, 0.1218, 0.1186, 0.1253, 0.0704, 0.1101, 0.1117, -0.3225, 0.6716, -0.3258, -0.2332, -0.2252, -0.2187, -0.2232, 0.1116, 0.1124, 0.1193, 0.1224, 0.1210, 0.1189, 0.1084, 0.1100]}

***

[3]
{"formula": "C21H40GaGeN3O4SeSi3", "method": "ωB97M-V/def2-TZVPD", "e_lumo_ev": [-9.01, -9.39], "mol_weight_g_mol": 704.12, "gap_ha": [0.23972, 0.26572], "total_charge": 3, "largest_force_ev_per_a": 1.05, "homo_energy_ev": [-15.54, -16.62], "e_tot_ha": -8560.306520, "spin_multiplicity": 2, "s_squared": 0.7668, "e_above_lowest_ev": 0.000, "elements": ["Ga", "O", "C", "O", "C", "C", "C", "C", "C", "N", "C", "O", "O", "H", "H", "H", "H", "H", "C", "Si", "C", "C", "Ge", "Si", "C", "C", "C", "Si", "C", "C", "C", "H", "H", "H", "H", "H", "H", "H", "H", "H", "H", "H", "H", "H", "H", "H", "H", "H", "H", "H", "H", "H", "H", "H", "H", "H", "H", "H", "C", "N", "C", "C", "N", "C", "C", "Se", "H", "H", "H", "H", "H", "H", "H", "H"], "xyz": [[0.795, -0.281, 0.375], [3.160, 1.056, 3.515], [2.306, 0.832, 2.561], [2.329, -0.159, 1.832], [1.259, 1.862, 2.386], [1.131, 2.916, 3.244], [0.042, 3.782, 3.046], [-0.838, 3.523, 2.041], [-0.658, 2.404, 1.177], [0.430, 1.590, 1.356], [-1.590, 2.146, 0.148], [-2.751, 2.790, 0.045], [-1.431, 1.223, -0.804], [3.800, 0.329, 3.611], [1.841, 3.069, 4.044], [-0.098, 4.638, 3.694], [-1.668, 4.203, 1.898], [-2.871, 3.482, 0.709], [-3.223, 0.806, 2.808], [-3.016, -0.844, 2.015], [-2.010, -2.030, 3.017], [-4.577, -1.528, 1.310], [-1.590, -0.892, -0.049], [-1.855, 1.850, -2.637], [-3.389, 0.868, -2.828], [-2.055, 3.663, -2.642], [-0.253, 1.331, -3.354], [-1.297, -2.769, -1.687], [-0.280, -3.803, -0.526], [-0.372, -2.293, -3.204], [-3.015, -3.387, -1.931], [-3.858, 0.665, 3.690], [-3.733, 1.509, 2.147], [-2.277, 1.231, 3.147], [-2.511, -2.220, 3.973], [-1.017, -1.631, 3.234], [-1.898, -2.994, 2.512], [-5.304, -1.702, 2.110], [-4.408, -2.483, 0.807], [-5.031, -0.836, 0.597], [-4.056, 1.078, -1.989], [-3.201, -0.204, -2.886], [-3.914, 1.161, -3.743], [-3.013, 3.980, -2.238], [-2.004, 3.987, -3.689], [-1.249, 4.174, -2.110], [-0.224, 0.290, -3.658], [0.552, 1.510, -2.636], [-0.045, 1.940, -4.238], [0.775, -3.524, -0.591], [-0.371, -4.859, -0.801], [-0.602, -3.712, 0.517], [0.503, -1.687, -2.970], [-0.998, -1.770, -3.928], [-0.012, -3.212, -3.682], [-3.491, -3.606, -0.973], [-2.993, -4.319, -2.508], [-3.642, -2.679, -2.477], [4.136, -2.849, 0.701], [4.811, -1.602, 0.322], [6.107, -1.274, 0.654], [6.370, -0.075, 0.088], [5.229, 0.315, -0.581], [5.094, 1.557, -1.356], [4.282, -0.622, -0.424], [2.606, -0.630, -1.280], [4.769, -3.382, 1.403], [3.978, -3.468, -0.179], [3.183, -2.625, 1.167], [6.735, -1.921, 1.244], [7.269, 0.517, 0.086], [5.915, 2.216, -1.093], [4.149, 2.036, -1.119], [5.131, 1.341, -2.421]], "atomic_forces_ev_per_a": [[0.55, 0.48, 0.33], [0.08, -0.13, -0.08], [-0.06, 0.42, 0.13], [-0.32, -0.59, -0.03], [0.06, -0.14, 0.04], [0.08, 0.04, 0.06], [-0.05, 0.16, 0.11], [-0.08, -0.01, 0.01], [0.12, -0.05, -0.20], [-0.16, -0.03, -0.47], [0.02, -0.08, 0.22], [0.04, -0.08, -0.02], [-0.11, 0.38, -0.11], [-0.04, 0.03, 0.01], [-0.02, -0.02, 0.01], [0.00, -0.01, -0.04], [0.05, 0.01, 0.04], [-0.05, -0.03, -0.04], [0.02, 0.22, 0.03], [0.13, -0.19, -0.57], [0.05, -0.15, 0.12], [-0.26, -0.10, 0.12], [0.59, 0.12, 0.02], [0.15, -0.57, 0.86], [-0.15, 0.00, -0.34], [-0.01, 0.26, 0.09], [0.14, -0.01, -0.36], [-0.43, 0.37, 0.25], [0.12, 0.00, 0.17], [0.06, -0.03, -0.21], [-0.12, -0.21, -0.15], [0.03, 0.02, -0.04], [0.00, -0.01, 0.07], [-0.02, 0.03, 0.05], [0.05, -0.01, -0.05], [-0.01, -0.03, 0.05], [0.00, 0.02, 0.07], [0.02, 0.00, -0.08], [-0.05, 0.05, 0.04], [-0.01, -0.04, 0.02], [0.00, -0.01, -0.04], [-0.01, -0.06, 0.02], [0.00, -0.06, 0.05], [-0.01, 0.05, -0.03], [0.02, -0.03, 0.06], [-0.02, 0.03, -0.05], [0.03, -0.07, -0.02], [0.00, 0.05, -0.05], [0.05, -0.06, 0.01], [-0.02, -0.04, 0.03], [0.00, 0.06, 0.02], [0.03, -0.09, -0.01], [0.04, -0.02, -0.07], [0.03, -0.02, 0.00], [-0.04, 0.06, 0.01], [-0.01, -0.03, -0.07], [-0.04, 0.06, 0.04], [0.01, -0.03, 0.03], [0.13, 0.05, -0.11], [-0.09, -0.20, 0.14], [-0.10, -0.12, -0.01], [-0.06, 0.11, -0.15], [0.00, 0.25, 0.02], [0.05, -0.15, 0.02], [0.20, 0.08, 0.19], [-0.51, 0.04, -0.21], [0.02, 0.02, 0.01], [0.01, 0.01, -0.04], [-0.05, 0.04, 0.06], [-0.05, 0.00, -0.03], [-0.05, 0.00, -0.01], [0.02, -0.01, 0.03], [-0.04, 0.01, 0.04], [0.02, -0.05, -0.02]], "lowdin_charge": [0.3792, 0.2274, -0.4045, -0.0080, -0.1716, 0.0645, 0.0215, 0.0384, -0.1750, 0.0851, -0.4306, 0.1171, -0.3203, 0.1769, 0.1443, 0.1420, 0.1331, 0.1321, -0.1764, 0.4023, -0.2046, -0.2057, 0.9054, 0.6292, -0.1283, -0.1377, -0.1272, 0.3772, -0.2039, -0.1946, -0.2014, 0.0669, 0.0372, 0.0302, 0.0617, 0.0296, 0.0354, 0.0610, 0.0245, 0.0460, 0.0553, 0.0205, 0.0683, 0.0532, 0.0720, 0.0609, 0.0130, 0.0297, 0.0666, 0.0211, 0.0655, 0.0241, -0.0206, 0.0438, 0.0671, 0.0281, 0.0607, 0.0396, 0.0139, -0.1000, 0.0084, 0.0102, -0.0989, 0.0121, -0.6185, 0.8389, 0.1096, 0.1082, 0.0745, 0.1470, 0.1481, 0.1075, 0.0823, 0.1098]}